1.
A cluster of 3 separate species, C5H15NO2 in total, computed with ωB97M-V/def2-TZVPD.

Last column: Löwdin spin population.
Geometry (Å):
N 0.694 0.005 -0.353  0.689
C 1.275 0.661 0.911  0.072
C 0.230 0.356 2.003  0.003
C -0.849 -0.572 1.444  0.005
C -0.468 -0.868 -0.082  0.065
C -1.515 -0.275 -1.060  0.060
H 1.443 -0.468 -0.903  0.015
H 2.249 0.253 1.097  0.030
H 1.542 1.686 0.683  0.020
H -0.066 1.219 2.593  -0.001
H 0.812 -0.442 2.748  0.002
H -1.812 -0.156 1.665  0.000
H -0.702 -1.547 1.908  0.001
H -0.427 -1.948 -0.249  0.019
H -1.183 -0.084 -2.155  0.000
H -1.581 0.820 -0.872  0.000
H -2.459 -0.767 -1.103  0.009
H -0.843 2.955 -1.778  0.000
H -0.883 2.567 -0.352  0.000
O -1.309 3.132 -1.021  0.002
H 1.533 -2.787 -1.485  0.000
H 2.205 -1.684 -2.269  0.000
O 2.114 -2.057 -1.371  0.009

Values from the calculation:
Kohn-Sham gap (spin up / spin down)	11.6975 / 7.3400	eV
<S²>	0.7544
multiplicity	2
HOMO energy (spin up / spin down)	-14.898 / -14.899	eV
electronic energy	-404.37296	Ha
net charge	+1
energy relative to the best compared isomer or geometry (same formula, charge and spin)	225.79	kJ/mol

2.
A cluster of 5 separate species, H12NO4 in total, computed with ωB97M-V/def2-TZVPD.

Last column: Löwdin charge in e.
Geometry (Å):
N 1.003 0.466 -0.747  0.275
H 0.364 0.469 0.077  0.082
H 1.527 -0.412 -0.741  0.098
H 0.442 0.523 -1.612  0.084
H 1.640 1.251 -0.651  0.146
H -2.364 0.447 4.147  0.069
H -2.346 -1.042 3.788  0.070
O -1.792 -0.255 3.818  -0.032
H 0.936 -3.118 -0.884  0.064
H 1.857 -2.588 -1.980  0.066
O 1.219 -2.302 -1.311  -0.046
H -1.335 1.491 -3.241  0.072
H 0.055 1.406 -3.859  0.069
O -0.411 1.333 -3.019  -0.040
H 0.109 1.475 2.036  0.064
H -0.740 0.252 2.448  0.024
O -0.162 0.604 1.730  -0.066

Values from the calculation:
Kohn-Sham gap	12.3461	eV
HOMO energy	-15.150	eV
electronic energy	-362.71004	Ha
net charge	+1
energy relative to the best compared isomer or geometry (same formula, charge and spin)	20.44	kJ/mol

3.
A structure of composition C15H18N2O3, computed with ωB97M-V/def2-TZVPD.

Last column: Löwdin charge in e.
Geometry (Å):
C 0.488 -3.763 -1.509  -0.118
H 0.240 -4.749 -1.783  0.085
O 0.759 -3.496 -0.227  -0.174
C -0.032 -4.061 0.658  -0.388
C 0.436 -3.624 1.864  -0.259
C 0.081 -2.231 2.366  -0.224
N 0.789 -1.280 1.527  0.095
C -0.145 -0.865 0.280  -0.263
O -1.284 -1.147 0.055  0.081
C 0.836 0.078 -0.541  -0.138
C 1.832 -0.673 -0.886  -0.042
C 2.729 -0.027 -1.857  0.033
C 2.654 1.485 -2.327  0.093
C 1.422 2.083 -1.519  0.010
C 0.510 1.345 -0.905  -0.179
C -0.449 2.090 -0.184  -0.255
C -1.688 1.867 0.085  -0.008
C -2.321 3.019 0.535  -0.442
N -1.721 4.064 0.327  0.205
O -0.386 3.453 -0.039  -0.026
C -3.826 3.195 0.945  -0.007
H -3.891 2.603 2.126  0.159
H -4.578 2.900 0.403  -0.021
H -3.854 4.287 1.377  0.099
H -2.546 0.724 0.087  0.241
H 1.235 3.188 -1.810  0.143
H 3.404 2.054 -2.869  0.072
H 3.547 -0.386 -2.172  -0.006
H 2.251 -1.661 -0.726  0.126
H 1.626 -1.068 1.568  -0.008
H 0.121 -1.960 3.430  0.106
H -1.157 -2.169 2.139  0.171
H -0.088 -4.277 2.880  0.191
H 1.573 -3.739 2.078  0.149
H 0.023 -5.232 0.618  0.165
H -1.178 -3.742 0.625  0.173
H 1.129 -3.480 -2.364  0.117
H -0.332 -3.223 -1.548  0.043

Values from the calculation:
Kohn-Sham gap	8.9983	eV
HOMO energy	-8.842	eV
electronic energy	-917.12765	Ha
energy relative to the best compared isomer or geometry (same formula, charge and spin)	1453.89	kJ/mol

4.
A cluster of 9 separate species, C30H76O15 in total, computed with ωB97M-V/def2-TZVPD.

Last column: Löwdin charge in e.
Geometry (Å):
C -2.807 3.765 0.098  -0.180
C -3.918 4.792 0.217  -0.154
C -4.752 4.417 -1.014  -0.203
O -4.732 2.997 -1.044  -0.132
C -3.549 2.519 -0.408  -0.189
H -2.285 3.567 1.037  0.098
H -2.047 4.074 -0.620  0.087
H -3.571 5.824 0.147  0.110
H -4.508 4.647 1.121  0.116
H -4.334 4.832 -1.935  0.120
H -5.791 4.719 -0.882  0.118
H -2.940 1.940 -1.104  0.100
H -3.880 1.874 0.410  0.108
C 3.788 3.882 3.548  -0.117
O 2.959 3.655 2.436  -0.189
C 1.595 3.774 2.758  -0.203
C 0.798 3.977 1.498  -0.208
O 1.298 5.105 0.824  -0.159
C 0.391 5.661 -0.083  -0.109
H 3.532 3.214 4.384  0.084
H 3.675 4.910 3.917  0.092
H 4.819 3.715 3.249  0.089
H 1.433 4.643 3.411  0.132
H 1.242 2.869 3.273  0.121
H -0.252 4.156 1.765  0.115
H 0.847 3.082 0.861  0.110
H -0.554 5.977 0.384  0.089
H 0.124 4.983 -0.906  0.071
H 0.853 6.554 -0.502  0.093
C 3.217 0.247 2.085  -0.059
O 1.988 -0.188 2.644  -0.216
C 1.964 -0.138 4.049  -0.190
C 0.670 -0.719 4.551  -0.194
O -0.338 0.262 4.405  -0.197
C -1.608 -0.199 4.810  -0.113
H 3.532 1.186 2.549  0.080
H 3.036 0.452 1.030  0.085
H 4.018 -0.494 2.147  0.098
H 2.016 0.912 4.375  0.121
H 2.827 -0.653 4.489  0.135
H 0.771 -1.035 5.596  0.133
H 0.390 -1.592 3.943  0.123
H -2.351 0.473 4.389  0.086
H -1.685 -0.248 5.903  0.093
H -1.810 -1.217 4.441  0.079
C -1.471 -4.174 2.322  -0.114
O -0.106 -4.467 2.399  -0.159
C 0.644 -3.675 1.505  -0.214
C 2.071 -4.157 1.451  -0.230
O 2.130 -5.432 0.903  -0.165
C 3.445 -5.791 0.541  -0.100
H -1.664 -3.100 2.487  0.078
H -1.992 -4.741 3.090  0.090
H -1.890 -4.436 1.340  0.080
H 0.591 -2.614 1.777  0.099
H 0.210 -3.724 0.491  0.116
H 2.505 -4.083 2.464  0.137
H 2.647 -3.424 0.860  0.116
H 3.840 -5.110 -0.222  0.087
H 3.413 -6.800 0.138  0.088
H 4.105 -5.781 1.418  0.090
C 2.993 2.074 -3.579  -0.120
O 1.681 1.722 -3.237  -0.201
C 1.142 2.457 -2.157  -0.201
C -0.299 2.060 -1.969  -0.208
O -1.215 2.704 -2.824  -0.192
C -1.234 2.291 -4.175  -0.079
H 3.029 3.010 -4.149  0.092
H 3.394 1.247 -4.165  0.088
H 3.673 2.203 -2.723  0.084
H 1.209 3.536 -2.360  0.129
H 1.713 2.288 -1.230  0.119
H -0.671 2.312 -0.974  0.088
H -0.418 0.968 -2.054  0.135
H -0.253 2.348 -4.653  0.083
H -1.926 2.939 -4.706  0.091
H -1.569 1.247 -4.253  0.080
C -1.964 -2.816 -1.467  -0.103
O -3.241 -2.787 -2.056  -0.185
C -3.493 -3.914 -2.888  -0.191
C -2.814 -3.823 -4.240  -0.232
O -3.302 -2.787 -5.036  -0.162
C -2.745 -1.506 -4.783  -0.102
H -1.176 -2.716 -2.220  0.064
H -1.763 -3.700 -0.846  0.073
H -1.903 -1.967 -0.784  0.078
H -4.575 -3.920 -3.046  0.130
H -3.241 -4.838 -2.352  0.125
H -2.967 -4.764 -4.780  0.129
H -1.718 -3.779 -4.107  0.112
H -1.742 -1.583 -4.356  0.079
H -3.348 -0.946 -4.058  0.088
H -2.775 -0.950 -5.719  0.086
C 5.498 -0.527 -0.912  -0.108
O 4.290 -1.200 -0.666  -0.184
C 3.329 -0.922 -1.646  -0.223
C 2.246 -1.955 -1.668  -0.204
O 2.764 -3.156 -2.188  -0.167
C 1.786 -4.052 -2.640  -0.104
H 5.336 0.553 -1.073  0.087
H 6.000 -0.921 -1.802  0.093
H 6.139 -0.610 -0.036  0.087
H 3.763 -0.864 -2.657  0.131
H 2.895 0.079 -1.486  0.110
H 1.401 -1.552 -2.239  0.128
H 1.879 -2.133 -0.647  0.103
H 1.431 -4.663 -1.799  0.086
H 2.225 -4.700 -3.398  0.090
H 0.922 -3.567 -3.112  0.071
C -5.013 -0.707 1.691  -0.153
O -4.946 -0.261 3.043  -0.125
H -5.688 -0.064 1.135  0.080
H -4.021 -0.721 1.230  0.058
H -5.423 -1.722 1.610  0.079
H -4.459 -0.915 3.551  0.058
C -0.899 0.172 1.072  -0.137
O 0.202 -0.534 0.548  -0.134
H -1.774 0.033 0.435  0.060
H -1.158 -0.145 2.089  0.070
H -0.673 1.247 1.107  0.070
H 0.919 -0.463 1.191  0.029

Values from the calculation:
Kohn-Sham gap	9.8958	eV
SMILES	C1CCOC1.COCCOC.COCCOC.COCCOC.COCCOC.COCCOC.COCCOC.CO.CO
HOMO energy	-9.261	eV
electronic energy	-2316.93207	Ha

5.
The molecule C13H9Cl6N3O2, computed with ωB97M-V/def2-TZVPD.

Last column: Löwdin charge in e.
Geometry (Å):
C 3.282 3.690 -0.726  -0.050
O 3.520 2.628 0.208  -0.098
C 2.466 1.706 0.260  -0.222
C 2.182 1.308 1.571  0.029
C 1.146 0.381 1.740  -0.007
C 0.425 -0.129 0.632  -0.127
C -0.878 -0.896 0.729  -0.254
N -1.157 -1.717 1.733  0.200
C -2.336 -2.275 1.709  -0.475
C -2.755 -3.141 2.982  -1.350
Cl -4.328 -4.001 2.683  0.549
Cl -1.467 -4.461 3.168  0.525
Cl -2.876 -1.987 4.431  0.535
N -3.154 -2.123 0.720  0.148
C -2.916 -1.176 -0.177  -0.428
C -4.039 -0.758 -1.115  -1.414
Cl -5.400 -2.004 -1.248  0.528
Cl -3.498 -0.657 -2.848  0.533
Cl -4.645 0.844 -0.625  0.609
N -1.712 -0.634 -0.213  0.191
C 0.800 0.305 -0.630  0.049
C 2.007 1.042 -0.845  -0.184
O 2.324 1.264 -2.185  -0.098
C 2.380 0.068 -3.016  -0.047
H 2.161 3.835 -0.734  0.120
H 3.890 4.526 -0.392  0.098
H 3.448 3.364 -1.676  0.039
H 2.705 1.768 2.377  0.117
H 0.928 0.055 2.733  0.102
H 0.270 -0.118 -1.476  0.114
H 2.844 -0.816 -2.469  0.127
H 1.420 -0.174 -3.442  0.076
H 2.962 0.282 -3.861  0.064

Values from the calculation:
Kohn-Sham gap	8.1671	eV
SMILES	COc1ccc(-c2nc(C(Cl)(Cl)Cl)nc(C(Cl)(Cl)Cl)n2)cc1OC
HOMO energy	-8.946	eV
electronic energy	-3576.59911	Ha
energy relative to the best compared isomer or geometry (same formula, charge and spin)	128.38	kJ/mol

Number 1: largest force on an atom 4.47 eV/Å. Number 2: largest force on an atom 0.38 eV/Å. Number 3: largest force on an atom 16.07 eV/Å. Number 4: largest force on an atom 1.27 eV/Å. Number 5: largest force on an atom 4.23 eV/Å.